{"formula": "C24H37N7O", "method": "ωB97M-V with the def2-TZVPD basis set", "fmax_ev_per_a": 18.25, "homo_ev": -7.41, "orbital_gap_ev": 7.8, "elements": ["O", "N", "N", "N", "N", "N", "N", "N", "C", "C", "C", "C", "C", "C", "C", "C", "C", "C", "C", "C", "C", "C", "C", "C", "C", "C", "C", "C", "C", "C", "C", "C", "H", "H", "H", "H", "H", "H", "H", "H", "H", "H", "H", "H", "H", "H", "H", "H", "H", "H", "H", "H", "H", "H", "H", "H", "H", "H", "H", "H", "H", "H", "H", "H", "H", "H", "H", "H", "H"], "xyz": [[-3.67564, 1.98106, -0.76534], [-2.26861, 1.37451, 1.13094], [2.44567, 0.83111, -1.03424], [2.95460, -0.82611, 0.45331], [0.37334, 1.63580, 2.13119], [-2.26490, -2.26954, 0.14453], [1.64016, -0.24884, 2.43499], [0.27188, 2.84832, 0.20512], [-0.73886, 3.60708, 0.76098], [5.83436, -1.85536, -0.75876], [3.10172, -0.09110, -1.18140], [4.00940, -0.61298, -2.05872], [-4.09053, -1.54301, -1.34800], [-3.62010, -4.45880, -0.60571], [-1.81439, -1.02257, 0.68823], [0.84452, 0.55301, 2.59387], [-2.72243, -3.74367, -1.35235], [-2.94549, -2.98387, 1.04478], [2.14833, -0.01662, 1.07726], [3.73768, -2.01563, 0.74568], [0.91322, 1.93445, 0.68583], [1.75039, 0.74174, 0.19235], [-1.82832, 4.01804, -1.42449], [5.48711, -0.84176, -1.55690], [-3.07194, -4.39431, 0.79257], [-0.77020, 3.02573, -2.18665], [0.58050, 3.02146, -1.22005], [-2.01761, 3.41143, -0.08917], [-2.79843, 0.07060, 1.11593], [-2.75554, 2.40779, 0.13982], [5.19379, -1.90620, 0.56932], [-2.76656, -2.42929, -1.39156], [-4.71452, -1.78140, -0.72713], [-2.76406, 3.81166, -2.03414], [-3.60943, -5.59914, -0.99106], [-2.75132, -0.29647, 2.37765], [3.51290, -1.70973, -2.06855], [0.99536, 4.10504, -1.31479], [-1.28421, -0.28389, -0.14767], [-2.72798, 4.34377, 0.41262], [6.12897, -0.96357, -2.37941], [-0.55703, 3.40112, -3.20512], [-2.20648, -1.84540, -1.83784], [-3.26071, -3.88411, -2.71972], [-1.28699, 1.70140, 1.57976], [5.50827, -0.91455, 0.97770], [-1.15951, 1.96949, -1.90115], [-3.50959, -5.02031, 1.53747], [-3.64375, -0.09521, 0.80720], [3.75230, -0.15465, -2.77451], [-1.95536, -4.91391, 0.73512], [5.49448, -2.86117, -1.15738], [-4.83427, -4.24356, -0.47529], [-1.70311, 5.04788, -1.51801], [-3.88699, -2.42164, 1.40718], [6.91016, -1.97334, -0.34803], [-0.58958, 3.46075, 1.78702], [-0.46890, 4.85141, 0.54729], [3.34162, -2.36341, 1.72486], [-3.87354, -0.47412, -1.36112], [-0.91166, -1.04535, 1.09251], [1.43668, 2.35375, -1.61299], [5.70804, -2.46580, 1.34722], [-4.47197, -1.80154, -2.45079], [3.38244, -2.97311, 0.10262], [-2.36072, -2.90768, 2.10527], [0.41840, 0.39966, 3.72361], [5.59777, 0.27181, -1.05410], [-1.80250, -4.13260, -1.61383]]}